Record 1
{
  "formula": "C4H4O",
  "method": "ωB97M-V/def2-TZVPD",
  "smiles": "C1[C@]23C[C@]12O3",
  "charge": 0,
  "orbital_gap_ev": 11.035,
  "multiplicity": 1,
  "de_lowest_ev": 4.555,
  "total_energy_ev": -6254.825,
  "e_lumo_ev": 0.86,
  "elements": ["C", "C", "C", "C", "O", "H", "H", "H", "H"],
  "coordinates": [[1.16077, 0.13038, -0.09283], [0.13672, -0.89251, -0.48071], [-1.16363, 0.35520, -0.08951], [-0.04822, 0.00030, 0.81494], [-0.00293, -1.42480, 0.83434], [1.09295, 1.03911, -0.65428], [2.06500, -0.15905, 0.26906], [-2.03012, -0.21141, 0.07285], [-1.21055, 1.16278, -0.67386]],
  "nbo_charge": [-0.43, 0.21, -0.35, 0.18, -0.48, 0.21, 0.23, 0.22, 0.20]
}

Record 2
{
  "formula": "C3H4N2O",
  "method": "ωB97M-V/def2-TZVPD",
  "charge": 0,
  "orbital_gap_ev": 9.875,
  "multiplicity": 1,
  "de_lowest_ev": 4.242,
  "total_energy_ev": -8199.643,
  "e_lumo_ev": 0.53,
  "elements": ["O", "C", "C", "N", "C", "N", "H", "H", "H", "H"],
  "coordinates": [[2.34939, -0.30336, 0.00646], [1.01054, -0.40919, -0.08547], [0.04045, -1.30476, -0.24021], [-1.49964, -0.19780, 0.27625], [-0.85482, 0.97660, 0.17770], [0.42176, 1.04249, 0.06804], [2.42375, 0.64899, 0.23154], [-0.38190, -2.25514, -0.52613], [-2.48448, -0.27068, -0.03230], [-1.02505, 2.07286, 0.12413]],
  "nbo_charge": [-0.65, 0.37, -0.13, -0.65, 0.21, -0.55, 0.51, 0.24, 0.40, 0.24]
}

Record 3
{
  "formula": "C52H60ClNO4P2",
  "method": "ωB97M-V/def2-TZVPD",
  "smiles": "CC[C@@H](C)c1c2c(c([PH2]=O)c(Cl)c1P(C)C)C(=O)C(CCCCNC(C)=O)=CC2=O.c1ccccc1.c1ccccc1.c1ccccc1.c1ccccc1.c1ccccc1",
  "charge": 0,
  "orbital_gap_ev": 6.177,
  "multiplicity": 1,
  "total_energy_ev": -95657.519,
  "e_lumo_ev": -2.16,
  "elements": ["C", "C", "C", "C", "C", "C", "C", "C", "P", "O", "C", "Cl", "C", "P", "C", "C", "C", "O", "C", "C", "C", "C", "C", "N", "C", "C", "O", "C", "C", "O", "H", "H", "H", "H", "H", "H", "H", "H", "H", "H", "H", "H", "H", "H", "H", "H", "H", "H", "H", "H", "H", "H", "H", "H", "H", "H", "H", "H", "H", "H", "C", "C", "C", "C", "C", "C", "H", "H", "H", "H", "H", "H", "C", "C", "C", "C", "C", "C", "H", "H", "H", "H", "H", "H", "C", "C", "C", "C", "C", "C", "H", "H", "H", "H", "H", "H", "C", "C", "C", "C", "C", "C", "H", "H", "H", "H", "H", "H", "C", "C", "C", "C", "C", "C", "H", "H", "H", "H", "H", "H"],
  "coordinates": [[2.72793, 5.26100, 2.69561], [1.95136, 3.83622, 2.44198], [1.97634, 3.32702, 0.86384], [3.40042, 2.62724, 0.41746], [0.70126, 2.38467, 0.44391], [-0.19273, 2.69330, -0.91275], [-1.52618, 1.77792, -1.33962], [-2.05499, 0.48205, -0.44559], [-3.62481, -0.55209, -0.90070], [-3.35216, -1.57177, -2.12023], [-1.13315, 0.14531, 0.90628], [-1.71925, -1.33865, 1.90260], [0.20107, 1.05896, 1.33228], [1.11836, 0.47276, 2.92027], [0.12329, 0.86597, 4.50903], [1.61009, -1.37081, 2.80285], [-2.39233, 2.20891, -2.70448], [-2.94893, 1.33460, -3.54747], [-2.46367, 3.86015, -2.96294], [-3.82145, 4.57193, -3.54281], [-4.95813, 4.92923, -2.41761], [-4.68452, 4.30684, -0.92616], [-6.05885, 4.27910, 0.02702], [-6.46833, 2.84461, 0.33524], [-6.08784, 2.42520, 1.73810], [-4.70249, 1.60166, 2.14703], [-6.95143, 2.74309, 2.73738], [-1.22407, 4.66483, -2.61417], [0.14219, 3.93881, -1.97805], [1.37316, 4.30985, -2.33802], [3.74368, 5.01180, 3.26673], [2.96748, 5.74565, 1.65771], [2.14911, 6.01096, 3.40480], [0.83047, 3.87289, 2.77736], [2.52377, 3.01657, 3.07347], [1.89589, 4.32760, 0.21775], [3.28162, 2.36802, -0.74206], [3.69011, 1.67868, 1.03933], [4.23690, 3.47800, 0.44429], [-4.69340, 0.32644, -1.39632], [-4.16258, -1.29983, 0.22749], [-0.60573, -0.00644, 4.84957], [-0.40713, 1.90720, 4.40039], [0.92439, 0.95285, 5.38974], [1.64486, -1.63385, 1.64410], [2.68580, -1.52615, 3.23735], [0.84176, -2.08787, 3.34576], [-3.46280, 5.54051, -4.14058], [-4.28351, 3.81786, -4.33639], [-4.95883, 6.11713, -2.30334], [-6.04568, 4.61416, -2.73359], [-4.27809, 3.20888, -0.90972], [-3.84894, 4.96953, -0.39006], [-5.72158, 4.74818, 1.06532], [-6.91495, 4.94233, -0.41723], [-6.12704, 2.17148, -0.38607], [-3.84460, 1.77188, 1.33778], [-4.90277, 0.44645, 2.33883], [-4.27679, 2.02008, 3.18031], [-1.15576, 5.83552, -2.72005], [4.01926, -4.42664, -1.87588], [4.37415, -3.22394, -1.26565], [3.40330, -2.25428, -1.01665], [2.07697, -2.48560, -1.38213], [1.72370, -3.68452, -2.00080], [2.69386, -4.65578, -2.24642], [4.77476, -5.18472, -2.06366], [5.40813, -3.04248, -0.98311], [3.67965, -1.31848, -0.53796], [1.31991, -1.73144, -1.18594], [0.69116, -3.86259, -2.29112], [2.41798, -5.59098, -2.72643], [1.31664, 2.73115, 8.10678], [0.42184, 2.81080, 9.17346], [0.65570, 2.07860, 10.33706], [1.78314, 1.26252, 10.43260], [2.67307, 1.17565, 9.36236], [2.44125, 1.91075, 8.20013], [1.13768, 3.30697, 7.20284], [-0.45813, 3.44472, 9.09819], [-0.04009, 2.14357, 11.16947], [1.96698, 0.69395, 11.33997], [3.54867, 0.53511, 9.43431], [3.13609, 1.84476, 7.36709], [3.09653, -3.47722, -6.89483], [3.55196, -3.97196, -5.67309], [4.70624, -4.75290, -5.62271], [5.40348, -5.04313, -6.79567], [4.94287, -4.55614, -8.01863], [3.79066, -3.77204, -8.06862], [2.20087, -2.86318, -6.93291], [3.00729, -3.74801, -4.75927], [5.06278, -5.13545, -4.66993], [6.30422, -5.64935, -6.75643], [5.48277, -4.78714, -8.93366], [3.43316, -3.39066, -9.02143], [10.31926, -8.64628, -5.40266], [10.67414, -7.44358, -4.79243], [9.70330, -6.47393, -4.54344], [8.37697, -6.70525, -4.90891], [8.02370, -7.90416, -5.52759], [8.99386, -8.87542, -5.77321], [11.07476, -9.40436, -5.59044], [11.70813, -7.26212, -4.50989], [9.97965, -5.53812, -4.06474], [7.61991, -5.95108, -4.71272], [6.99116, -8.08223, -5.81790], [8.71798, -9.81063, -6.25321], [-11.21265, -0.30103, 1.58526], [-11.97689, 0.30714, 2.58068], [-11.51848, 1.46904, 3.20085], [-10.29259, 2.02105, 2.82839], [-9.52398, 1.40769, 1.83946], [-9.98410, 0.24785, 1.21660], [-11.57323, -1.20259, 1.09753], [-12.93102, -0.12434, 2.87284], [-12.11596, 1.94464, 3.97419], [-9.93637, 2.92769, 3.30952], [-8.56579, 1.83438, 1.55319], [-9.38610, -0.22869, 0.44432]],
  "lowdin_charge": [-0.14, -0.25, -0.33, -0.09, -0.03, 0.03, 0.00, -0.24, 0.73, -0.53, -0.47, 0.51, -0.26, 0.82, -0.33, -0.34, -0.19, -0.01, -0.10, -0.16, -0.20, -0.18, -0.18, -0.02, -0.30, -0.04, -0.07, 0.06, -0.20, -0.03, 0.09, 0.07, 0.08, 0.10, 0.08, 0.13, 0.10, 0.08, 0.10, 0.01, 0.00, 0.05, 0.05, 0.04, 0.05, 0.05, 0.04, 0.13, 0.13, 0.13, 0.12, 0.09, 0.13, 0.13, 0.13, 0.09, 0.06, 0.09, 0.10, 0.13, -0.11, -0.09, -0.10, -0.10, -0.09, -0.11, 0.10, 0.10, 0.09, 0.09, 0.11, 0.11, -0.11, -0.10, -0.10, -0.10, -0.10, -0.11, 0.10, 0.10, 0.10, 0.10, 0.10, 0.10, -0.09, -0.08, -0.09, -0.09, -0.10, -0.10, 0.10, 0.08, 0.08, 0.08, 0.10, 0.10, -0.10, -0.10, -0.09, -0.10, -0.10, -0.10, 0.10, 0.10, 0.10, 0.09, 0.10, 0.10, -0.10, -0.11, -0.10, -0.09, -0.09, -0.10, 0.10, 0.10, 0.10, 0.10, 0.05, 0.10]
}

Record 4
{
  "formula": "C4H8O3",
  "method": "ωB97M-V/def2-TZVPD",
  "smiles": "CO[C@@]1(O)O[C@@H]1C",
  "charge": 0,
  "orbital_gap_ev": 10.814,
  "multiplicity": 1,
  "de_lowest_ev": 2.558,
  "total_energy_ev": -10418.446,
  "e_lumo_ev": 0.94,
  "elements": ["C", "O", "C", "O", "O", "C", "C", "H", "H", "H", "H", "H", "H", "H", "H"],
  "coordinates": [[2.37527, -0.19110, 0.96903], [1.16862, 0.53168, 0.70164], [0.12532, -0.14482, 0.17406], [0.49461, -1.16322, -0.65852], [-1.08612, -0.67122, 0.88935], [-1.14769, 0.52354, 0.08981], [-1.96759, 0.60040, -1.15806], [2.14596, -1.08319, 1.55910], [3.00579, 0.48897, 1.54985], [2.91166, -0.47817, 0.05190], [-0.29207, -1.71359, -0.50803], [-1.22963, 1.37856, 0.75154], [-1.68746, 1.52564, -1.67843], [-3.02910, 0.64108, -0.90524], [-1.78756, -0.24458, -1.82800]],
  "nbo_charge": [-0.26, -0.50, 0.72, -0.70, -0.56, 0.02, -0.64, 0.19, 0.20, 0.19, 0.50, 0.19, 0.23, 0.22, 0.22]
}

Record 5
{
  "formula": "C10H20N2O4",
  "method": "ωB97M-V/def2-TZVPD",
  "smiles": "CC[C@H](C)[C@H](NC(=O)[C@@H](N)[C@@H](C)O)C(=O)O",
  "charge": 0,
  "orbital_gap_ev": 9.729,
  "multiplicity": 1,
  "de_lowest_ev": 2.731,
  "total_energy_ev": -21863.693,
  "e_lumo_ev": 0.49,
  "elements": ["C", "C", "C", "C", "C", "N", "C", "O", "C", "N", "C", "C", "O", "C", "O", "O", "H", "H", "H", "H", "H", "H", "H", "H", "H", "H", "H", "H", "H", "H", "H", "H", "H", "H", "H", "H"],
  "coordinates": [[-1.75352, 2.86097, -2.45922], [-0.99324, 1.77436, -1.67824], [-1.91360, 1.09484, -0.60724], [-1.78212, 1.92893, 0.81950], [-1.73613, -0.45020, -0.48514], [-0.89498, -0.91204, 0.66152], [0.44902, -0.62770, 0.48263], [0.73166, 0.30518, -0.21078], [1.38777, -1.56889, 1.24866], [1.57898, -2.80052, 0.45224], [2.72700, -0.99983, 1.55773], [2.70852, 0.24086, 2.45809], [3.52115, -1.97758, 2.17086], [-1.26074, -1.29911, -1.74740], [-0.49126, -2.27002, -1.48826], [-1.72493, -1.11235, -2.99227], [-2.45938, 2.47694, -3.12410], [-2.20510, 3.41541, -1.65015], [-0.95841, 3.48426, -2.91082], [-0.28925, 2.27485, -1.10518], [-0.45546, 0.99854, -2.28408], [-2.85462, 1.33493, -0.93413], [-1.88740, 2.96008, 0.63348], [-0.74122, 1.71251, 1.13355], [-2.43942, 1.67710, 1.57460], [-2.73349, -0.82123, -0.22213], [-0.97197, -1.88975, 0.99111], [0.83772, -1.80705, 2.14171], [0.92565, -2.75174, -0.30129], [1.59295, -3.61879, 1.04948], [3.16712, -0.71667, 0.61492], [2.31642, -0.14302, 3.44305], [2.24805, 1.16070, 2.21614], [3.78627, 0.28766, 2.69260], [3.94691, -2.40151, 1.46106], [-1.37898, -1.82013, -3.60251]],
  "nbo_charge": [-0.61, -0.38, -0.19, -0.59, -0.14, -0.63, 0.71, -0.61, -0.16, -0.87, 0.09, -0.64, -0.72, 0.81, -0.66, -0.67, 0.20, 0.20, 0.21, 0.21, 0.20, 0.20, 0.20, 0.22, 0.20, 0.24, 0.40, 0.18, 0.40, 0.37, 0.17, 0.20, 0.23, 0.23, 0.48, 0.51]
}

Record 6
{
  "formula": "C2H5FOS",
  "method": "ωB97M-V/def2-TZVPD",
  "charge": 0,
  "orbital_gap_ev": [8.920, 8.295],
  "multiplicity": 1,
  "de_lowest_ev": 2.751,
  "total_energy_ev": -17751.509,
  "e_lumo_ev": [0.15, -0.74],
  "elements": ["C", "C", "O", "F", "S", "H", "H", "H", "H", "H"],
  "coordinates": [[0.18688, -1.68382, 0.31644], [-0.73367, 1.91410, -0.42058], [2.16586, 0.02348, 0.73102], [-1.54772, 0.98156, -0.93878], [0.79549, -0.30089, 1.26276], [0.92897, -1.63782, -0.57000], [-0.81403, -1.57960, -0.16546], [0.26571, -2.66142, 0.79746], [-1.30200, 2.72687, -0.00617], [0.05451, 2.21755, -1.00670]],
  "nbo_charge": [-0.89, 0.09, -0.79, -0.35, 0.94, 0.26, 0.25, 0.24, 0.12, 0.13]
}